A molecular structure, C18H20ClFeN2S2Si. Source: the OMol25 dataset; level of theory: ωB97M-V with the def2-TZVPD basis set.

Last column: Löwdin charge in e.
Cartesian coordinates (Å):
Fe (-0.22, 0.11, 1.19)  0.119
C (2.32, 5.19, 0.06)  -0.187
Si (3.39, 3.76, -0.53)  0.496
C (3.05, 3.33, -2.32)  -0.191
C (5.19, 4.30, -0.41)  -0.201
C (3.18, 2.28, 0.61)  -0.251
C (4.20, 1.80, 1.42)  -0.100
C (4.01, 0.71, 2.27)  -0.084
C (2.76, 0.12, 2.28)  -0.143
N (1.76, 0.55, 1.52)  -0.062
C (1.94, 1.61, 0.69)  -0.709
S (0.48, 1.99, -0.18)  0.651
H (2.54, 6.10, -0.50)  0.023
H (2.50, 5.38, 1.12)  0.031
H (1.27, 4.94, -0.07)  0.006
H (3.19, 4.20, -2.97)  0.024
H (2.03, 2.97, -2.43)  -0.007
H (3.73, 2.54, -2.66)  0.029
H (5.36, 5.18, -1.03)  0.023
H (5.87, 3.51, -0.76)  0.027
H (5.48, 4.56, 0.61)  0.024
H (5.17, 2.29, 1.40)  0.086
H (4.80, 0.34, 2.91)  0.088
H (2.53, -0.72, 2.92)  0.107
S (-3.86, -1.51, -0.73)  0.940
C (-4.42, -0.21, 0.25)  -0.455
C (-3.40, 0.42, 0.90)  -0.195
C (-2.09, -0.13, 0.65)  -0.243
C (-2.23, -1.19, -0.22)  -0.533
C (-1.05, -1.91, -0.62)  -0.262
C (-1.01, -3.00, -1.50)  -0.036
C (0.20, -3.59, -1.80)  -0.092
C (1.36, -3.08, -1.22)  -0.085
C (1.25, -2.01, -0.36)  -0.105
N (0.09, -1.43, -0.05)  0.042
H (-5.47, 0.02, 0.28)  0.046
H (-3.58, 1.26, 1.56)  0.089
H (-1.94, -3.36, -1.93)  0.094
H (0.24, -4.43, -2.48)  0.096
H (2.33, -3.51, -1.43)  0.090
H (2.12, -1.58, 0.11)  0.104
Cl (-0.72, 0.61, 3.93)  0.353
C (-0.50, -0.88, 2.85)  -0.609
H (-1.41, -1.46, 3.01)  -0.011
H (0.33, -1.42, 3.32)  -0.027

Summary:
Max |F|: 0.44 eV/A
HOMO level (spin up / spin down): -3.905 / -3.867 eV
Kohn-Sham gap (spin up / spin down): 6.7 / 6.7 eV
Charge: -1
LUMO (spin up / spin down): 2.833 / 2.833 eV